# C5H8ClI

A structure of composition C5H8ClI in a non-equilibrium geometry (ωB97M-V with the def2-TZVPD basis set, OMol25).

## Properties
Orbital gap ... 9.72 eV
Charge ... 0
LUMO level ... 0.247 eV
Multiplicity ... 1
Energy above the lowest of the compared OMol25 structures with the same formula, charge and spin ... 107.9 kJ/mol

Geometry as XYZ:
```
15
Properties=species:S:1:pos:R:3:forces:R:3
C -0.034608 0.993985 0.907142 -1.851 -1.921 1.644
C -1.143769 0.185999 0.322459 3.316 -0.459 -0.566
C 1.531910 -0.938549 -0.317961 -0.854 1.526 0.328
C 0.336592 -0.412562 0.604537 0.298 -1.156 1.461
C -1.507693 0.262735 -1.108679 0.473 3.038 0.724
Cl 2.192860 -2.477340 0.291990 -0.554 0.240 -0.359
I 3.147210 0.518192 -0.265236 0.165 0.135 0.126
H 0.475397 1.765077 0.516738 1.299 2.757 -1.887
H -0.250719 1.106569 1.959572 0.519 0.395 0.229
H -1.873593 -0.070279 1.017969 -1.167 -0.725 0.972
H 1.440648 -0.937626 -1.420280 -0.642 -0.598 0.853
H 0.482917 -0.862800 1.619889 -0.347 -0.360 -1.353
H -0.520250 0.648825 -1.555132 -2.061 -0.526 -0.448
H -2.449369 0.898476 -1.204179 1.595 -0.167 -0.347
H -1.827533 -0.680697 -1.368829 -0.190 -2.180 -1.379
```
Forces are in eV/Å.

# C5H8ClN3O

An isolated molecule of C5H8ClN3O in a non-equilibrium geometry (ωB97M-V with the def2-TZVPD basis set, OMol25).

## Properties
Orbital gap ... 8.39 eV
Charge ... 0
LUMO level ... 0.714 eV
Multiplicity ... 1
Energy above the lowest of the compared OMol25 structures with the same formula, charge and spin ... 283.5 kJ/mol

Geometry as XYZ:
```
18
Properties=species:S:1:pos:R:3:forces:R:3
C 0.201768 0.502162 -1.185015 -2.812 -4.020 1.196
C 0.999308 -0.144671 -0.239389 -0.342 1.291 0.071
C -1.454731 -0.466083 -0.262170 0.410 1.484 -1.991
C -1.309218 -2.424902 1.186882 -1.625 2.329 0.583
C 0.261480 2.705590 -0.495073 0.604 1.143 0.943
N 0.558617 -1.018708 0.629672 0.121 -1.197 0.487
N -0.798357 -1.254133 0.510478 1.544 0.253 -0.873
N 2.326086 0.220101 -0.249607 0.515 0.748 -0.615
O 0.135319 1.719837 -1.515888 -0.167 2.267 -1.264
Cl -3.071880 -1.046699 -0.783233 0.851 0.814 0.108
H -1.319974 -2.082031 2.236697 -0.364 -0.872 -0.240
H -2.298336 -2.517728 0.711802 0.317 -0.613 1.047
H -0.720134 -3.262143 1.034497 1.281 -1.452 -0.274
H 0.825929 3.635406 -0.818808 -0.714 -1.358 -0.002
H 0.766984 2.224117 0.328835 0.479 0.162 0.318
H -0.711040 2.989082 -0.087768 -0.215 -0.019 -0.513
H 2.639333 0.664155 -1.123444 -0.231 -0.532 0.811
H 2.968846 -0.443355 0.121533 0.347 -0.426 0.209
```
Forces are in eV/Å.

# C5H8ClNO

An isolated molecule of C5H8ClNO in a non-equilibrium geometry (ωB97M-V with the def2-TZVPD basis set, OMol25).

## Properties
Orbital gap ... 10.41 eV
Charge ... 0
LUMO level ... 0.882 eV
Multiplicity ... 1
Energy above the lowest of the compared OMol25 structures with the same formula, charge and spin ... 369.0 kJ/mol

Geometry as XYZ:
```
16
Properties=species:S:1:pos:R:3:forces:R:3
C -1.244451 -0.218141 0.712751 -0.018 -0.606 0.022
C 0.046641 0.554845 0.623638 1.250 1.263 -0.085
C 2.201700 0.845451 -0.045596 -1.086 -0.663 -0.633
C 2.213961 -0.681279 -0.404875 0.085 -0.080 0.994
C -0.000412 -0.695460 -0.059827 -0.050 -2.014 0.268
H -1.518357 -0.522623 1.751065 0.198 0.264 -1.164
H 0.512283 0.388852 1.606657 -0.103 0.236 -0.108
H 0.886102 2.390415 0.177946 -0.109 0.006 -0.186
H 2.882288 1.324319 -0.746827 0.144 0.078 0.118
H 2.546650 0.971587 0.982703 0.081 0.078 0.048
H 2.204014 -0.790895 -1.478457 -0.229 -0.060 -0.455
H 3.171098 -1.082946 -0.038381 -0.421 -0.048 -0.073
H -0.221168 -0.641881 -1.121316 -0.002 0.214 -0.004
N 0.830752 1.459236 -0.232467 0.117 0.341 1.119
O 1.141221 -1.521652 0.172431 0.098 0.959 -0.231
Cl -2.630151 0.064073 -0.343654 0.044 0.033 0.368
```
Forces are in eV/Å.

# C5H8CoO3

A structure of composition C5H8CoO3 in a non-equilibrium geometry (ωB97M-V with the def2-TZVPD basis set, OMol25).

## Properties
Orbital gap (alpha / beta) ... 10.02 / 6.11 eV
Charge ... +3
LUMO level (alpha / beta) ... -13.172 / -17.304 eV
Multiplicity ... 5
Energy above the lowest of the compared OMol25 structures with the same formula, charge and spin ... 0.0 kJ/mol

Geometry as XYZ:
```
17
Properties=species:S:1:pos:R:3:forces:R:3
O 2.056176 -1.514482 0.373362 -1.125 -1.008 0.440
C -2.435681 -0.923562 -0.127644 -2.470 -1.501 -0.308
C 0.827299 -1.768590 -0.179294 -1.423 -0.466 -0.967
O -3.411724 -0.533937 -0.569223 1.317 0.652 0.191
O -1.629082 -1.649880 0.381668 1.097 0.117 0.043
C -0.171327 -1.384126 0.894978 -0.374 0.085 0.502
Co 3.322372 -0.442928 0.300320 2.686 1.181 -0.060
H 0.698102 -2.835711 -0.429810 0.270 0.278 0.081
H 0.630262 -1.186079 -1.099446 0.210 -0.199 0.162
H -0.187855 -0.321455 1.149576 0.140 -0.227 0.123
H -0.150737 -2.024478 1.778194 0.014 0.127 -0.072
C -1.549084 2.332176 0.528984 -1.440 1.255 3.952
C -1.163428 1.816842 -0.645591 1.288 -0.643 -3.937
H -0.878022 2.356999 1.390974 -0.082 0.345 -0.150
H -2.581867 2.644704 0.701929 0.110 0.136 -0.035
H -0.140630 1.463874 -0.800802 -0.311 -0.089 -0.001
H -1.824546 1.846999 -1.515261 0.094 -0.043 0.036
```
Forces are in eV/Å.

# C5H8CsFO4

A structure of composition C5H8CsFO4 in a non-equilibrium geometry (ωB97M-V with the def2-TZVPD basis set, OMol25).

## Properties
Orbital gap ... 5.91 eV
Charge ... 0
LUMO level ... -0.661 eV
Multiplicity ... 1
Energy above the lowest of the compared OMol25 structures with the same formula, charge and spin ... 89.2 kJ/mol

Geometry as XYZ:
```
19
Properties=species:S:1:pos:R:3:forces:R:3
C -1.634326 -1.319908 -0.155811 0.630 0.507 0.218
O -1.078492 -0.122039 -0.569206 -0.090 0.622 -0.166
Cs -2.495899 2.771310 -0.623725 0.674 -1.024 0.256
C -3.117516 -1.197624 0.190835 -0.283 -0.145 0.021
H -1.516285 -2.130785 -0.909971 -0.089 0.116 0.083
H -1.119213 -1.689580 0.762480 -0.131 -0.079 -0.152
H -3.531992 -2.155092 0.541007 0.035 0.140 -0.062
H -3.266813 -0.462597 0.999461 0.076 -0.104 -0.251
H -3.693437 -0.893954 -0.698560 0.110 0.029 0.198
C 0.862680 1.114549 0.748813 0.546 3.036 3.505
O 1.552962 1.862654 -0.189258 -0.853 -0.649 -1.088
C 2.633215 1.138253 -0.678632 0.074 -0.113 -0.062
C 2.573381 -0.181853 0.088216 -0.160 -0.147 -0.172
O 1.644825 0.096561 1.134302 -0.571 -0.830 -0.636
O 0.108420 1.707128 1.507841 0.093 -1.485 -1.855
F 3.780488 1.836895 -0.365758 -0.024 -0.043 -0.059
H 2.583013 1.054933 -1.768764 0.082 0.011 0.207
H 2.174439 -0.985245 -0.541125 0.135 0.103 0.132
H 3.540550 -0.443614 0.527852 -0.253 0.054 -0.118
```
Forces are in eV/Å.

# C5H8CuFO4

A structure of composition C5H8CuFO4 in a non-equilibrium geometry (ωB97M-V with the def2-TZVPD basis set, OMol25).

## Properties
Orbital gap ... 8.86 eV
Charge ... 0
LUMO level ... -0.610 eV
Multiplicity ... 1
Energy above the lowest of the compared OMol25 structures with the same formula, charge and spin ... 95.8 kJ/mol

Geometry as XYZ:
```
19
Properties=species:S:1:pos:R:3:forces:R:3
O 2.321840 -0.036108 -1.384442 0.321 -1.463 1.991
C 2.504067 -0.634326 -0.310857 -1.882 1.066 -3.002
C 1.540138 -0.392655 0.839773 1.077 0.690 1.052
O 0.189778 -0.181811 0.449982 -0.452 -0.579 0.005
C -0.280579 1.044622 0.345178 0.978 0.348 -1.080
O -1.578727 1.102952 0.218704 -0.544 0.235 0.123
O 0.400839 2.053596 0.260392 0.166 0.153 0.175
C -2.406773 -0.078639 0.337128 -0.069 -0.169 0.271
H 1.885273 0.507327 1.372574 0.117 -0.445 -0.038
Cu 2.431321 2.661023 -0.552816 0.559 -2.008 0.888
F 3.923814 1.117337 0.231754 -0.973 1.172 -0.110
H 3.058885 -1.590006 -0.251503 0.616 0.665 0.049
H 1.534400 -1.259631 1.509865 -0.084 0.223 -0.110
C -2.505366 -0.831440 -0.970515 0.001 -0.097 -0.173
H -2.013931 -0.707635 1.143483 -0.093 0.123 -0.193
H -3.381017 0.316770 0.642766 0.238 -0.068 -0.073
H -1.523231 -1.192359 -1.301343 -0.252 0.113 0.094
H -3.160415 -1.701176 -0.825553 0.141 0.200 -0.067
H -2.940325 -0.197850 -1.754573 0.135 -0.160 0.197
```
Forces are in eV/Å.

# C5H8FN

A structure of composition C5H8FN in a non-equilibrium geometry (ωB97M-V with the def2-TZVPD basis set, OMol25).

## Properties
Orbital gap ... 12.02 eV
Charge ... 0
LUMO level ... 0.620 eV
Multiplicity ... 1
Energy above the lowest of the compared OMol25 structures with the same formula, charge and spin ... 219.2 kJ/mol

Geometry as XYZ:
```
15
Properties=species:S:1:pos:R:3:forces:R:3
C 1.821639 0.301073 0.692238 -1.848 -0.548 -1.108
C -0.910825 -0.735964 1.516276 -0.103 -2.289 -1.815
C 0.514736 0.696001 -1.758015 0.281 -1.627 -2.233
C -0.924241 0.119854 0.268042 2.694 1.738 2.301
C 0.337708 -0.152529 -0.547853 1.923 2.450 2.908
N 2.614572 0.440228 1.528932 -0.645 -0.027 -0.872
F 0.575153 -1.442734 -0.700346 -0.144 -0.601 -0.482
H -1.655174 -0.278569 2.213532 0.779 -1.190 -0.194
H 0.163583 -0.865282 1.859077 -1.668 0.284 0.233
H -1.211359 -1.740738 0.933706 0.284 1.445 2.657
H 1.303403 1.451287 -1.786721 -0.117 -0.414 0.320
H 0.632929 -0.034925 -2.637559 0.231 1.106 1.131
H -0.435210 1.147281 -1.952283 -0.542 0.651 -0.084
H -1.038703 1.173892 0.620486 0.762 -0.398 -0.925
H -1.788210 -0.078876 -0.249513 -1.887 -0.578 -1.838
```
Forces are in eV/Å.

What did the seventh record say?
# C5H8FN

A structure of composition C5H8FN in a non-equilibrium geometry (ωB97M-V with the def2-TZVPD basis set, OMol25).

## Properties
Orbital gap ... 12.02 eV
Charge ... 0
LUMO level ... 0.620 eV
Multiplicity ... 1
Energy above the lowest of the compared OMol25 structures with the same formula, charge and spin ... 219.2 kJ/mol

Geometry as XYZ:
```
15
Properties=species:S:1:pos:R:3:forces:R:3
C 1.821639 0.301073 0.692238 -1.848 -0.548 -1.108
C -0.910825 -0.735964 1.516276 -0.103 -2.289 -1.815
C 0.514736 0.696001 -1.758015 0.281 -1.627 -2.233
C -0.924241 0.119854 0.268042 2.694 1.738 2.301
C 0.337708 -0.152529 -0.547853 1.923 2.450 2.908
N 2.614572 0.440228 1.528932 -0.645 -0.027 -0.872
F 0.575153 -1.442734 -0.700346 -0.144 -0.601 -0.482
H -1.655174 -0.278569 2.213532 0.779 -1.190 -0.194
H 0.163583 -0.865282 1.859077 -1.668 0.284 0.233
H -1.211359 -1.740738 0.933706 0.284 1.445 2.657
H 1.303403 1.451287 -1.786721 -0.117 -0.414 0.320
H 0.632929 -0.034925 -2.637559 0.231 1.106 1.131
H -0.435210 1.147281 -1.952283 -0.542 0.651 -0.084
H -1.038703 1.173892 0.620486 0.762 -0.398 -0.925
H -1.788210 -0.078876 -0.249513 -1.887 -0.578 -1.838
```
Forces are in eV/Å.

Q: Which of these has the highest multiplicity?
A: C5H8CoO3

Q: Look up the charge of the seventh one.
A: 0